1.
Molecular formula: C37H69AlBrCa2Cl3F5N2O14
Method: DFT, ωB97M-V/def2-TZVPD

E_HOMO = -10.1799 eV
Net charge = +1

Each line ends with the Löwdin charge.
Element x y z (Å)
C: 0.3393 -1.5856 -2.9278  -0.07
H: -3.1241 -1.3914 0.6920  0.11
H: -1.5780 -2.0585 1.1654  0.06
H: 4.1999 1.7405 1.3253  0.10
C: -1.9259 -2.2219 -0.9420  -0.05
H: -7.0741 2.1652 1.2899  0.09
C: 0.8068 3.5663 4.2191  -0.10
H: 6.8508 -1.4710 -2.6685  0.07
H: -6.4973 3.6996 1.9627  0.08
H: 6.2061 -1.2656 1.2718  0.13
C: -2.2064 3.6354 0.5157  -0.22
C: -2.2429 1.8366 7.2544  -0.23
C: -4.4405 3.8813 -0.7285  -0.15
H: -2.3852 1.3533 1.7810  0.12
H: 2.4073 -1.7638 -2.4381  0.11
O: -1.8693 2.7800 6.2151  0.06
H: -0.9257 -2.6217 -0.9757  0.11
H: 8.0436 0.4998 -3.6747  0.11
Cl: -6.6519 -0.0600 9.2384  0.55
H: 6.1493 0.8657 -2.4194  0.03
H: 2.0125 -5.6057 -6.9563  0.12
H: -1.9904 1.5353 9.3616  0.01
H: 1.5576 3.8775 4.9489  0.10
O: -0.4833 3.5983 4.7778  0.00
C: 4.8849 -0.3972 2.7708  -0.23
F: -5.2725 -5.2533 -8.8678  -0.19
H: -4.6859 -2.8298 -1.5262  0.11
H: 1.0372 2.5646 3.8439  0.07
H: 6.9730 0.4209 -5.0781  0.12
H: -0.7507 0.0155 -0.2736  0.05
C: -4.9648 -0.4677 9.5147  -1.52
H: 3.9156 0.1959 2.7082  -0.16
H: -3.0775 0.3515 -2.6791  0.12
C: -5.1449 -1.8791 -1.2848  -0.24
C: -1.9149 2.2923 -0.1241  -0.22
H: -1.9810 0.8269 6.9497  0.10
O: -1.8228 -2.5972 -5.3729  0.23
H: -4.1801 3.3127 1.3437  0.10
H: -3.7658 4.9648 0.9622  0.11
H: -1.8138 3.5965 1.5314  0.10
C: 3.5392 1.9639 -0.7724  -0.15
C: 0.8680 -3.9487 -6.1984  -0.11
H: 5.0602 -1.0085 3.6330  0.07
C: 8.8109 0.8162 4.6333  0.03
N: 9.6602 1.1055 5.8229  -0.46
O: 9.0716 1.3449 6.8535  0.07
H: -3.3258 0.8032 0.4025  0.10
H: 7.5295 -1.8858 -4.2496  0.09
C: -2.3377 1.0913 0.7283  -0.17
C: 2.0387 -5.4492 -4.7965  -0.06
H: -3.7893 3.5950 -1.5444  0.10
H: -5.2387 0.0855 -2.0027  0.10
H: 3.4194 -0.1693 -0.1717  0.06
H: -4.8165 4.8697 -0.9488  0.11
H: 9.4548 0.6252 3.7837  0.09
O: 10.8577 1.0861 5.6735  0.09
Cl: -4.1604 0.8003 10.4438  0.57
C: -0.6698 2.6339 5.7143  -0.61
H: 5.8009 -1.5511 -4.0821  0.08
H: 0.1160 -2.6208 -2.7223  0.13
C: -1.4486 -0.1444 0.5260  -0.23
H: 0.7971 -3.5674 -7.2116  0.14
H: 1.4066 -1.7411 -1.0303  0.12
C: -6.6477 -2.0507 -1.5172  -0.08
H: -0.8180 2.2385 -0.2891  0.08
H: -7.1172 -2.6247 -0.7363  0.07
F: -2.6237 -4.4900 -8.6646  -0.20
H: -1.6893 4.4097 -0.0382  0.11
O: 7.0245 1.6176 1.8555  0.08
O: 0.1560 1.8057 5.9873  0.13
F: -3.9682 -5.3767 -6.4383  -0.20
O: 3.3716 -3.6128 -3.8572  0.07
O: 5.7497 1.5019 0.0497  -0.03
H: -5.4217 2.0964 -0.1001  0.10
C: 3.3167 0.4073 -1.1384  -0.20
H: 2.8651 -6.1533 -4.7824  0.12
C: 7.0470 0.2074 -4.0155  -0.29
H: -4.9844 -1.6494 -0.2387  0.10
Al: -4.1252 -4.5217 -7.8876  -0.20
C: 2.5453 -4.0252 -4.6330  -0.50
H: -8.1410 3.5483 1.3953  0.09
H: -0.8735 -0.2369 1.4513  0.09
N: -3.2378 -0.3918 -2.0131  0.06
C: -3.6902 3.9436 0.6148  -0.18
C: -2.2510 -1.4238 -2.2108  -0.39
Ca: 1.7881 0.7762 0.5563  1.20
C: 6.7959 -1.2616 -3.7422  -0.08
H: 4.0741 0.1306 -1.8533  0.13
H: 3.8897 2.5246 -1.6261  0.15
H: 1.3519 -5.6642 -3.9757  0.13
H: 1.0935 0.6426 -1.1990  0.01
H: -0.9237 0.2654 -2.4689  0.13
H: 0.6705 -1.5377 -3.9554  0.13
Ca: 5.4575 3.8606 1.8110  1.65
C: -5.6711 2.9914 -0.6699  -0.24
H: -6.7912 -2.5063 -2.4868  0.08
F: -4.5936 -2.9346 -7.5312  -0.20
H: 1.8468 0.7500 -2.7389  0.15
H: -4.9254 -1.3835 10.0869  0.01
H: -3.3241 1.8913 7.3180  0.10
C: 1.8887 0.1831 -1.8191  -0.23
C: 4.5806 2.1185 0.3343  -0.41
H: -1.8645 3.2296 8.8480  0.09
C: -0.9785 -0.7308 -2.8811  -0.18
H: -0.0726 -3.7746 -5.6921  0.10
O: -6.7394 3.6901 -0.0786  -0.17
C: -1.6212 2.2002 8.5815  -0.08
C: 1.3103 -5.4010 -6.1479  -0.13
H: -7.1033 -1.0689 -1.5812  0.07
Cl: -4.1273 -0.7434 7.9821  0.58
F: -0.8099 -2.6265 2.4924  -0.52
C: 1.5371 -1.2756 -2.0098  -0.15
Br: 2.5266 -1.0221 2.5622  0.40
H: 0.8169 4.2758 3.3898  0.08
H: -0.5349 2.1208 8.5435  0.08
C: -7.1250 3.2436 1.2019  -0.10
C: 6.2521 0.8788 1.2785  -0.40
O: -2.6205 -2.3110 -3.2724  0.13
H: -2.5837 -3.0762 -0.8951  0.12
C: -4.6438 -0.7987 -2.2045  -0.19
O: 6.0668 1.0390 -3.3616  -0.11
C: -1.9723 -1.9589 -4.4023  -0.52
H: -4.8671 -1.0664 -3.2309  0.13
H: -2.3446 2.1989 -1.1073  0.09
H: 8.1922 1.6925 4.4660  0.07
C: 5.8014 -0.3899 1.7508  -0.11
O: 1.8964 -3.2101 -5.4719  0.01
H: 2.5899 2.4551 -0.3959  0.09
O: -1.4101 -0.7090 -4.2309  0.07
H: 4.8456 3.1878 0.4919  -0.05
H: 0.4853 -6.1019 -6.2365  0.13
C: -2.0951 -1.4695 0.3876  -0.17
H: -5.9623 2.6682 -1.6618  0.12
H: 8.2025 -0.0528 4.8620  0.10

---

2.
Molecular formula: C37H70BrClIN5O12S
Method: DFT, ωB97M-V/def2-TZVPD

E_HOMO = -8.4291 eV
SMILES string = O=C(I)Cc1c(Cl)c2c(c(S)c1CCCO)C(=O)N(Br)C2=O.COCCNCCOC.COCCNCCOC.COCCNCCOC.COCCNCCOC

Each line ends with the Löwdin charge.
Element x y z (Å)
H: 2.4388 10.9173 0.2709  0.06
H: 2.9421 8.8426 -0.4587  0.06
H: 1.6132 -8.0141 -1.7202  0.07
H: -2.7005 0.8637 -0.0802  0.11
Cl: 1.2402 -1.8596 -2.1618  0.55
C: 2.1987 8.3239 -1.0641  -0.10
C: 1.0201 -9.1835 1.2609  -0.09
C: 2.2224 -1.5684 2.2781  -0.19
C: -0.7797 1.8745 -3.8358  -0.06
O: -5.9285 0.3164 0.7671  -0.19
H: 1.5502 -8.8819 0.3614  0.06
C: 0.7779 -7.3876 -2.0338  -0.11
S: -0.2790 4.9483 -3.4157  0.71
H: -0.5379 7.5262 0.3923  0.12
H: -2.9108 3.6121 2.5434  0.12
O: 0.1593 4.1783 -6.6172  -0.16
H: -1.1427 -10.1982 -0.5273  0.09
C: -2.6512 2.6102 2.1763  -0.19
H: 3.3204 -3.4244 4.4420  0.06
C: 1.2928 2.7143 -2.1391  -0.02
C: -0.4614 0.2652 -3.5418  -0.06
H: -1.6676 2.6987 1.6928  0.11
C: 0.6319 -11.5256 0.9341  -0.22
H: -4.5536 0.1367 3.3779  0.09
C: 2.3624 3.6480 -1.3175  -0.32
H: 1.3522 -8.5205 2.0674  0.09
C: -1.4177 2.0872 -6.4124  -0.17
H: 0.5787 -12.7061 -0.8751  0.11
C: -2.5137 1.6865 3.4042  -0.22
H: -0.5983 -9.0290 -3.3057  0.12
C: -3.5530 0.9279 0.6063  -0.20
H: 4.2714 -2.0900 1.6163  0.11
C: 0.8014 -0.0686 -2.4991  -0.37
H: -2.2914 0.6457 3.1355  0.11
H: 1.6941 -3.6427 0.3908  0.09
H: 3.1615 -3.8653 1.3510  0.10
H: -0.0317 9.5770 1.6401  0.09
H: 0.5472 -6.1343 3.9641  0.09
C: 1.7302 11.7052 0.5126  -0.09
H: -6.5124 2.2153 1.3869  0.06
C: -4.7773 1.0709 3.8941  -0.09
H: -7.7857 1.0100 1.2640  0.09
C: -0.9825 -8.9982 -2.2787  -0.20
C: -6.8742 1.3792 0.7883  -0.11
C: 2.0703 -3.8715 1.3949  -0.21
H: 1.0908 6.9023 0.6557  0.11
H: 0.9358 -6.3965 -1.6022  0.08
H: 2.2785 8.7146 -2.0811  0.09
O: 2.0005 12.1978 1.8191  -0.18
C: 2.9570 1.1459 -0.7958  -0.24
H: 0.8657 -12.4551 1.4655  0.12
H: 1.2328 -9.9111 -1.3779  0.06
H: -7.1199 1.7245 -0.2202  0.09
H: 0.9589 4.3773 -6.0128  0.09
H: -0.8351 -2.0205 -4.0934  0.10
C: 1.6501 -5.3020 1.7807  -0.20
H: -2.0631 -8.8294 -2.3435  0.12
O: 2.3404 4.9596 -1.0171  -0.02
O: -3.1311 0.0282 -2.5992  -0.14
H: -4.6541 -0.4550 -0.6092  0.10
N: 1.9222 8.9931 2.2350  -0.06
H: 0.5615 -5.3973 1.8766  0.12
C: 0.0802 2.6977 -6.6787  -0.25
C: 1.6644 1.1459 -1.8113  -0.02
H: -4.5658 2.4433 1.5257  0.06
H: -1.6077 -0.7901 -5.3496  0.11
C: -1.9810 2.2685 -4.8821  -0.17
N: 1.5601 -2.8779 2.3374  -0.05
H: -1.1479 5.4816 -2.4503  -0.10
C: -4.8368 0.5175 -0.1387  -0.21
H: -1.6410 2.0337 3.9690  0.12
Br: 4.7474 2.9182 -2.2494  0.80
O: -0.4562 -7.8916 -1.5363  -0.20
H: -1.3527 -11.1159 -2.0234  0.12
H: 0.7005 11.3633 0.4033  0.09
C: 0.5515 8.6756 1.8395  -0.21
H: 0.0582 8.1316 2.6536  0.12
O: 4.2895 -1.7801 3.6768  -0.18
H: 1.8985 12.5189 -0.2015  0.09
H: 2.4174 7.2522 -1.0817  0.06
H: 1.9102 -1.0710 1.3484  0.09
H: -5.3821 0.8376 4.7774  0.09
H: 1.6437 -3.2316 3.2859  0.06
H: 2.0505 -6.3573 4.8843  0.09
C: 4.2875 -3.1596 4.0228  -0.10
H: 5.0329 -3.3159 4.8104  0.09
H: -5.0879 1.2223 -0.9409  0.12
C: 3.7598 -1.4938 2.3828  -0.23
O: 1.3875 -10.5147 1.6006  -0.18
H: 1.9625 -5.9720 0.9721  0.11
O: 2.3388 -5.7539 2.9530  -0.20
O: 0.8813 8.5866 -0.5949  -0.20
H: 0.3030 11.3709 2.7005  0.11
H: 4.5450 -3.7992 3.1780  0.09
C: 1.3840 11.4554 2.8707  -0.22
C: -0.7583 -10.3312 -1.5408  -0.21
H: 2.0973 -11.8570 -0.5988  0.12
H: -2.2373 2.5334 -7.1484  0.13
H: 3.1291 10.2829 3.3030  0.12
H: -2.9077 1.5404 -4.7707  0.12
H: 0.9324 2.1939 -6.0151  0.13
H: 2.4721 9.2193 1.4115  0.06
H: 1.4823 -4.7283 4.5485  0.06
H: -0.0582 -9.0675 1.1466  0.09
O: -3.6017 1.7447 4.3261  -0.18
N: 3.4303 2.6029 -0.9552  -0.46
I: -4.1579 -2.7283 -3.5751  0.76
H: 4.0437 -0.4548 2.1807  0.10
H: -1.3663 0.9267 -6.6728  0.11
C: 2.0519 10.1018 3.1895  -0.19
C: -1.3254 -0.9612 -4.2258  -0.15
O: 3.4658 0.1961 0.0032  0.00
C: 0.5035 7.8236 0.5575  -0.20
C: 0.0552 3.1239 -3.1494  -0.39
N: -3.6396 2.2859 1.1395  -0.06
H: 0.7704 -7.2985 -3.1240  0.09
H: 0.3722 2.4150 -7.8011  0.13
H: -3.3993 0.1912 1.3976  0.10
H: 1.6881 9.7534 4.1670  0.11
H: 1.8055 -0.9773 3.1045  0.12
C: 1.5509 -5.7357 4.1377  -0.11
C: -2.7693 -1.0147 -3.3963  -0.65
H: -2.3763 3.3551 -4.6371  0.11
H: 1.4898 12.0819 3.7636  0.12
H: -0.4435 -11.3660 1.0856  0.11
C: 1.0058 -11.7477 -0.5461  -0.19
H: -5.3668 1.7383 3.2711  0.06
N: 0.6488 -10.7263 -1.5392  -0.06